This record from the Open Molecules 2025 dataset describes 7 unconnected molecules or ions with the total composition C22H48ClN3O10. The level of theory is ωB97M-V/def2-TZVPD.

```
84
Properties=species:S:1:pos:R:3:mulliken_charge:R:1
C 4.67 -1.33 -3.27 -0.427
C 3.72 -0.03 -3.49 0.189
O 4.13 1.16 -3.55 -0.515
N 2.24 -0.35 -3.60 0.501
C 1.69 0.05 -4.92 -0.959
C 1.50 0.23 -2.44 0.854
C 2.42 -0.09 -1.13 -0.801
N 3.04 -0.35 -0.11 -0.597
C 1.19 1.80 -2.55 -0.685
C 1.47 2.65 -1.20 -0.399
C 3.01 3.19 -1.10 0.451
O 3.52 3.93 -2.00 -0.508
O 3.85 2.78 0.01 -0.501
C 0.16 -0.70 -2.23 0.818
O -0.96 -0.27 -3.02 -0.450
Cl 0.69 -2.43 -2.64 -0.092
C -0.32 -0.68 -0.68 0.006
N -0.72 -0.89 0.45 -0.468
H 4.23 -2.14 -4.00 0.027
H 5.78 -1.11 -3.49 0.325
H 4.47 -1.68 -2.20 0.039
H 2.45 0.71 -5.51 0.322
H 1.60 -0.93 -5.55 0.245
H 0.63 0.50 -4.90 0.346
H 1.83 2.31 -3.37 0.329
H 0.09 2.05 -2.85 0.412
H 1.12 2.14 -0.23 0.243
H 0.84 3.62 -1.30 0.436
H 4.30 1.93 -0.24 0.315
H -1.05 -0.96 -3.74 0.485
C -2.46 -0.59 4.38 -1.224
C -3.25 0.51 3.70 0.385
O -2.41 1.63 3.45 -0.498
H -2.03 -0.23 5.32 0.270
H -3.09 -1.46 4.58 0.355
H -1.62 -0.90 3.75 0.308
H -4.07 0.84 4.34 0.190
H -3.67 0.16 2.75 -0.109
H -1.69 1.34 2.88 0.290
C -3.85 4.10 5.64 -0.686
C -3.71 3.95 7.14 -0.268
O -3.52 2.59 7.48 -0.517
H -4.69 3.51 5.27 0.062
H -4.00 5.15 5.36 0.372
H -2.95 3.73 5.13 0.202
H -4.61 4.30 7.65 0.294
H -2.86 4.53 7.52 0.246
H -2.71 2.29 7.04 0.292
C 6.55 -4.02 -6.54 -1.025
C 5.48 -4.49 -5.57 -0.156
O 4.23 -3.89 -5.90 -0.508
H 6.65 -2.94 -6.52 0.265
H 7.52 -4.47 -6.30 0.329
H 6.28 -4.30 -7.57 0.325
H 5.74 -4.19 -4.55 0.216
H 5.37 -5.58 -5.60 0.301
H 4.01 -4.16 -6.80 0.289
C -6.30 1.61 0.35 -0.725
C -5.26 0.63 -0.14 -0.221
O -3.95 1.15 0.06 -0.477
H -6.20 2.57 -0.17 0.333
H -7.31 1.23 0.20 0.286
H -6.15 1.82 1.42 0.046
H -5.39 0.44 -1.21 0.320
H -5.34 -0.33 0.40 0.203
H -3.84 1.31 1.01 0.268
C 7.94 -2.20 0.28 -1.121
C 6.43 -2.25 0.41 0.073
O 5.89 -3.24 -0.45 -0.497
H 8.23 -1.99 -0.76 0.283
H 8.37 -1.44 0.93 0.334
H 8.38 -3.17 0.54 0.327
H 6.00 -1.28 0.13 0.060
H 6.13 -2.47 1.44 0.300
H 6.27 -4.09 -0.19 0.272
C -8.69 -0.23 3.57 -1.107
C -7.19 -0.42 3.66 -0.273
O -6.51 0.75 3.21 -0.366
H -8.99 -0.01 2.54 0.250
H -9.22 -1.12 3.91 0.369
H -9.00 0.62 4.18 0.331
H -6.87 -1.26 3.03 0.286
H -6.88 -0.63 4.69 0.288
H -6.79 1.48 3.77 0.220
```

Properties
E_LUMO   0.10 eV
DFT total energy   -2243.67148 hartree
SMILES string   CC(=O)N(C)[C@@](C#N)(CCC(=O)O)[C@@](O)(Cl)C#N.CCO.CCO.CCO.CCO.CCO.CCO

***

This record from the Open Molecules 2025 dataset describes 3 unconnected molecules or ions with the total composition C22H48FNO7S2. The level of theory is ωB97M-V/def2-TZVPD.

```
81
Properties=species:S:1:pos:R:3:mulliken_charge:R:1
N 3.14 -2.83 -0.11 -0.664
C 1.72 -3.23 0.04 -0.530
C 1.14 -3.58 -1.32 -0.619
C -0.11 -4.46 -1.14 -0.527
C -1.24 -4.11 -2.10 -0.929
C -2.32 -5.20 -2.20 -0.566
C -3.33 -5.00 -1.11 0.447
O -3.07 -4.92 0.07 -0.591
O -4.61 -4.85 -1.58 -0.313
C -5.61 -5.04 -0.61 -0.315
C -6.14 -3.70 -0.14 -0.849
C -6.83 -2.85 -1.20 -0.589
C -6.97 -1.40 -0.70 -0.900
S -5.62 -0.33 -1.14 1.255
O -4.61 -0.35 -0.13 -0.591
O -6.17 0.95 -1.47 -0.678
O -5.05 -0.99 -2.47 -0.461
S -6.85 -6.09 -1.42 1.236
O -6.17 -7.24 -1.93 -0.592
O -7.92 -6.29 -0.51 -0.613
F -7.33 -5.27 -2.65 -0.205
H 3.19 -1.86 -0.38 0.262
H 3.63 -2.91 0.77 0.254
H 1.68 -4.08 0.71 0.433
H 1.16 -2.41 0.51 0.194
H 1.90 -4.15 -1.84 0.290
H 0.86 -2.68 -1.86 0.388
H 0.14 -5.52 -1.18 0.417
H -0.48 -4.29 -0.13 0.286
H -0.86 -3.84 -3.08 0.547
H -1.74 -3.23 -1.70 0.383
H -2.84 -5.13 -3.15 0.223
H -1.89 -6.20 -2.11 0.354
H -5.30 -5.65 0.23 0.644
H -6.77 -3.81 0.74 0.446
H -5.26 -3.15 0.21 0.454
H -7.83 -3.23 -1.40 0.293
H -6.30 -2.90 -2.15 0.580
H -7.88 -0.96 -1.10 0.440
H -6.99 -1.40 0.38 0.394
H -4.68 -0.25 -2.97 0.349
C 1.49 1.74 0.88 -1.248
C 2.53 0.87 1.59 0.156
C 1.97 0.09 2.78 -0.434
C 1.43 0.96 3.91 -0.925
C 2.44 1.94 4.50 0.020
C 3.65 1.27 5.14 -1.241
H 1.08 2.50 1.55 0.291
H 1.94 2.25 0.03 0.353
H 0.66 1.13 0.51 0.339
H 3.37 1.50 1.90 0.069
H 2.94 0.15 0.87 0.086
H 2.75 -0.57 3.16 0.323
H 1.17 -0.56 2.43 0.213
H 1.07 0.30 4.71 0.430
H 0.55 1.51 3.57 0.343
H 1.93 2.54 5.27 0.383
H 2.77 2.65 3.74 -0.153
H 3.34 0.59 5.94 0.302
H 4.33 2.01 5.57 0.396
H 4.22 0.69 4.41 0.277
C 5.08 7.06 -3.01 -1.217
C 4.10 5.99 -2.54 -0.335
C 3.21 6.44 -1.38 -0.674
C 3.95 6.81 -0.10 -0.786
C 4.82 5.69 0.48 -0.557
C 4.03 4.45 0.88 -0.868
H 5.77 7.35 -2.22 0.284
H 5.67 6.69 -3.84 0.378
H 4.54 7.95 -3.34 0.298
H 4.65 5.08 -2.26 0.247
H 3.46 5.70 -3.37 0.361
H 2.47 5.66 -1.17 0.293
H 2.63 7.31 -1.70 0.388
H 3.22 7.11 0.66 0.357
H 4.58 7.69 -0.27 0.334
H 5.35 6.08 1.36 0.388
H 5.60 5.41 -0.24 0.296
H 3.28 4.70 1.63 0.307
H 4.69 3.70 1.31 0.394
H 3.52 4.00 0.03 0.096
```

Properties
E_LUMO   0.25 eV
DFT total energy   -2344.72253 hartree
SMILES string   NCCCCCC(=O)O[C@@H](CCCS(=O)(=O)O)S(=O)(=O)F.CCCCCC.CCCCCC

***

This record from the Open Molecules 2025 dataset describes 3 unconnected molecules or ions with the total composition C22H48N2O5Si. The level of theory is ωB97M-V/def2-TZVPD.

```
78
Properties=species:S:1:pos:R:3:mulliken_charge:R:1
O 7.85 -3.07 -0.70 -0.505
C 7.76 -2.54 -2.00 -0.410
C 7.53 -1.02 -2.02 -0.390
O 6.98 -0.54 -0.81 -0.451
C 5.62 -0.21 -0.78 -0.435
O 4.76 -1.28 -0.51 -0.350
C 4.28 -1.99 -1.66 0.749
Si 3.13 -3.35 -1.05 0.537
H 8.03 -2.35 -0.08 0.343
H 6.95 -3.07 -2.50 0.223
H 8.68 -2.74 -2.57 0.308
H 6.90 -0.75 -2.87 0.330
H 8.49 -0.51 -2.14 0.393
H 5.33 0.26 -1.73 0.399
H 5.50 0.48 0.04 0.267
H 5.10 -2.41 -2.24 -0.086
H 3.72 -1.31 -2.31 -0.328
H 3.87 -4.28 -0.17 -0.206
H 2.62 -4.09 -2.22 -0.163
H 2.01 -2.75 -0.30 -0.153
C -2.56 -0.05 -2.46 -1.660
C -1.16 0.31 -1.97 1.938
C -0.83 1.79 -2.21 -1.115
C -0.62 2.12 -3.68 -0.537
C 0.47 1.25 -4.30 -1.274
C 0.20 -0.26 -4.13 1.703
N -0.10 -0.50 -2.67 0.428
O 0.92 -0.77 -1.95 -0.500
C -0.94 -0.74 -5.03 -1.797
C 1.45 -1.06 -4.49 -1.703
C -1.09 -0.01 -0.48 -1.975
H -3.28 0.42 -1.78 0.319
H -2.79 0.31 -3.46 0.279
H -2.72 -1.13 -2.42 0.434
H 0.09 2.02 -1.66 0.449
H -1.63 2.39 -1.78 0.339
H -1.56 2.02 -4.24 0.302
H -0.33 3.17 -3.78 0.407
H 0.57 1.46 -5.37 0.362
H 1.42 1.48 -3.82 0.362
H -1.29 -1.72 -4.72 0.355
H -0.55 -0.82 -6.05 0.491
H -1.78 -0.06 -5.07 0.310
H 2.31 -0.72 -3.92 0.098
H 1.65 -0.93 -5.55 0.458
H 1.30 -2.12 -4.28 0.437
H -1.24 -1.08 -0.31 0.480
H -1.89 0.52 0.03 0.163
H -0.14 0.27 -0.04 0.343
C -3.99 3.03 3.60 -1.827
C -4.03 1.59 3.10 1.834
C -5.17 0.79 3.74 -1.299
C -4.93 0.48 5.22 -0.489
C -3.61 -0.26 5.41 -1.224
C -2.40 0.49 4.82 1.614
N -2.75 0.85 3.40 0.573
O -2.42 -0.03 2.53 -0.564
C -2.04 1.72 5.66 -1.687
C -1.18 -0.42 4.78 -1.926
C -4.20 1.63 1.58 -2.106
H -4.85 3.55 3.18 0.462
H -4.05 3.13 4.68 0.323
H -3.09 3.53 3.26 0.374
H -5.27 -0.15 3.19 0.372
H -6.10 1.34 3.61 0.390
H -4.95 1.40 5.81 0.309
H -5.74 -0.14 5.59 0.375
H -3.42 -0.43 6.48 0.373
H -3.66 -1.24 4.93 0.397
H -1.37 2.38 5.10 0.363
H -1.52 1.38 6.55 0.474
H -2.90 2.29 5.99 0.277
H -1.39 -1.34 4.25 0.368
H -0.89 -0.66 5.81 0.438
H -0.34 0.08 4.29 0.449
H -3.34 2.12 1.12 0.477
H -5.10 2.20 1.35 0.506
H -4.29 0.63 1.17 0.405
```

Properties
E_LUMO (alpha / beta)   0.72 / 0.66 eV
DFT total energy   -1642.07926 hartree
2S+1   3
⟨S²⟩   2.0085